{"formula": "C3H11O2S", "method": "wB97M-V/def2-TZVPD", "elements": ["H", "S", "H", "H", "H", "C", "H", "H", "O", "H", "H", "C", "H", "H", "H", "C", "O"], "positions_angstrom": [[0.968764, -2.080733, 1.112344], [0.748977, 0.782388, -0.525035], [-1.658531, -1.510009, -0.989799], [-1.161723, -0.852485, 1.931559], [-0.436652, 0.893015, -2.372120], [0.144134, 0.927612, 1.238194], [0.947210, 1.518848, 1.798925], [-0.108844, -0.130078, 3.143763], [-1.348529, 1.272128, -2.656077], [-0.903835, 1.390125, 1.126449], [-1.292042, 1.774643, -1.832044], [0.999847, -1.410809, 2.011220], [1.005709, -2.085700, 2.925065], [1.962084, -0.822074, 1.976450], [-0.330790, -0.985739, -1.020822], [-0.152871, -0.388784, 2.108500], [-0.766677, -1.821644, -1.287261]], "atomic_forces_ev_per_a": [[-0.0799, 0.7434, 0.6779], [0.0998, 0.1750, 1.8847], [0.5321, -1.0557, -0.6629], [0.9923, 0.5376, -0.1761], [-1.8770, -0.1772, -2.0113], [-0.6379, -0.6183, 0.6648], [-1.5732, -0.3686, -0.8582], [-0.4070, 0.8835, 0.6646], [2.8712, -0.6685, 1.6703], [1.8150, 0.1626, 0.1986], [-1.4068, 0.9639, -0.0660], [0.5222, -0.6462, -0.0366], [0.0895, 0.8332, -1.0948], [-0.7684, -0.7907, 0.1694], [0.6120, -0.6877, -0.4044], [0.5822, -0.5121, -1.5739], [-1.3660, 1.2257, 0.9538]], "lowdin_spin": [0.0021, 0.8015, 0.0001, 0.0000, 0.0103, 0.0742, 0.0025, 0.0000, 0.0466, 0.0285, 0.0097, 0.0094, 0.0000, 0.0028, 0.0025, 0.0094, 0.0003], "e_homo_ev": [-10.2239, -9.8628], "gap_ha": [0.3952, 0.2527], "lumo_ha": [0.020, -0.110], "multiplicity": 2, "e_tot_ev": -18217.1606, "charge": 0}

=====

{"formula": "C3H11O3S2", "method": "wB97M-V/def2-TZVPD", "elements": ["H", "H", "H", "H", "H", "O", "H", "O", "H", "S", "C", "C", "O", "H", "H", "S", "H", "H", "C"], "positions_angstrom": [[2.005640, 0.299637, 3.011378], [-2.461151, -0.715640, -0.478094], [-2.191286, 1.163927, 1.505121], [-1.693475, 2.448115, -0.581457], [-0.104911, 1.797060, -2.178607], [-2.736731, 0.150719, -0.144600], [1.323645, -0.669536, 2.082768], [-1.542332, -2.164569, -0.828289], [-0.555753, -1.996734, -0.772679], [1.391280, -1.152873, 0.001677], [-1.698327, 0.711894, 0.640323], [-0.085104, 1.179498, -1.287455], [1.298991, -0.359350, 3.027868], [-1.521217, -2.714913, -1.620760], [-0.268587, 2.385191, 0.429820], [1.604573, 0.768976, -0.779627], [-0.964397, 0.018569, 1.038385], [-0.483922, 0.191311, -1.495453], [-0.951171, 1.764608, -0.158657]], "atomic_forces_ev_per_a": [[-0.1864, -0.0754, 0.1444], [0.2108, -0.0420, 0.0221], [0.0884, 0.1832, 0.0418], [-0.1062, 0.0062, -0.0906], [0.2391, 0.0841, -0.1501], [-0.1325, -0.0134, 0.0718], [-0.2396, -0.0348, 0.2769], [1.2071, -0.6554, -0.6832], [-0.4663, 0.4831, 0.7467], [0.1656, -0.0819, -0.3251], [-0.0118, 0.6519, 0.2735], [-0.5441, -0.7187, 0.8632], [0.3698, 0.1824, -0.2349], [-0.5921, -0.0242, -0.0201], [-0.2553, -0.1285, 0.4379], [0.2865, 0.0228, -0.0883], [-0.1254, -0.5849, -0.1182], [-0.2480, 0.0341, -0.6567], [0.3403, 0.7115, -0.5112]], "nbo_charge": [0.4501, 0.5028, 0.1531, 0.1836, 0.2027, -0.7739, 0.4884, -0.9950, 0.5039, -0.7328, -0.0795, -0.5499, -1.0002, 0.4617, 0.2015, -0.0057, 0.2007, 0.2205, -0.4318], "e_homo_ev": -3.1818, "gap_ha": 0.2453, "lumo_ha": 0.128, "multiplicity": 1, "e_tot_ev": -31104.4581, "charge": -1}

=====

{"formula": "C3H11O4", "method": "wB97M-V/def2-TZVPD", "elements": ["H", "C", "H", "H", "H", "C", "H", "O", "H", "H", "H", "C", "O", "H", "O", "H", "H", "O"], "positions_angstrom": [[-0.652700, -0.374599, -1.117566], [0.107011, 0.039020, 1.511832], [-0.116496, 2.568417, -1.304831], [0.732756, 0.758222, -2.188681], [1.064408, 0.664581, -0.094724], [-0.207425, -1.931721, -0.045457], [-0.078564, 3.809719, -2.228179], [-0.301509, 3.585734, -1.356872], [-1.176367, -1.717098, 1.872146], [0.585797, -2.025994, 1.942992], [-0.428254, -3.084207, -0.112593], [-0.191127, -1.472035, 1.397732], [0.187373, 0.947103, -1.450411], [0.245844, 0.312161, 2.548637], [1.321966, 0.373707, 0.824740], [-0.716744, 0.610359, 1.108244], [0.770649, -1.828693, -0.444672], [-1.146617, -1.234675, -0.862336]], "atomic_forces_ev_per_a": [[-0.4732, -0.1845, -0.1333], [0.9856, -0.5560, -0.7588], [-0.1847, 0.8843, -0.2857], [0.7644, -0.2154, -1.1011], [-0.3068, -0.0427, -0.0658], [-1.5843, -1.8610, -0.4138], [0.4559, 0.4089, -1.8287], [-0.2790, -1.3879, 2.0066], [0.6352, 0.2885, -0.2438], [-0.0680, 0.0212, -0.0687], [0.1497, 1.9014, 0.2383], [-0.6108, 0.1536, 0.4842], [-0.7062, 0.3131, 1.1110], [-0.0531, 0.0745, 0.4493], [-0.3427, -0.1687, 0.7118], [-0.3282, 0.1937, -0.1710], [1.1122, 0.2358, -0.4557], [0.8341, -0.0588, 0.5251]], "nbo_charge": [0.5159, -0.0668, 0.5225, 0.4348, 0.5143, -0.0537, 0.4379, -1.0225, 0.1821, 0.1834, 0.1301, -0.4433, -1.2222, 0.1487, -0.8010, 0.1763, 0.1630, -0.7996], "e_homo_ev": -5.1588, "gap_ha": 0.3397, "lumo_ha": 0.150, "multiplicity": 1, "e_tot_ev": -11480.5222, "charge": -1}

=====

{"formula": "C3H12ClCuN6O3", "method": "wB97M-V/def2-TZVPD", "elements": ["H", "C", "H", "C", "Cu", "H", "H", "H", "N", "N", "N", "H", "Cl", "N", "H", "H", "O", "H", "O", "N", "C", "H", "N", "H", "H", "O"], "positions_angstrom": [[-4.113901, -0.711337, 0.456461], [1.685370, -3.069869, -1.740721], [0.048659, 3.938217, 2.175024], [-2.393556, -0.986699, 1.588447], [4.371312, 0.635756, 1.066237], [-0.629246, -0.199264, 0.757033], [1.476538, -1.203188, -0.925032], [0.550010, 2.443099, 1.285624], [2.954637, -3.195284, -1.363230], [1.285051, -1.786310, -1.758675], [-3.702744, -0.968726, 1.334489], [-0.522955, 3.323815, -1.723367], [1.961761, 0.198609, 0.501890], [-1.576495, -0.489623, 0.617122], [3.381721, -4.103629, -1.491472], [0.514381, -1.537732, -2.370512], [-0.549897, 5.086197, 0.116897], [-4.295697, -1.333156, 2.061217], [1.001840, -4.019462, -2.171774], [0.070937, 3.318657, 1.384266], [-0.333352, 3.887313, 0.211623], [3.422496, -2.372952, -1.018061], [-0.384054, 2.973468, -0.791760], [-1.945726, -0.536514, -0.319881], [-0.379338, 2.002018, -0.554573], [-1.897759, -1.293409, 2.672717]], "atomic_forces_ev_per_a": [[0.0604, 0.0893, 0.0489], [2.9971, 0.9453, -0.1448], [0.3893, -0.4192, 0.2082], [2.2506, 0.4967, 2.3529], [-1.6039, -0.1263, -0.2639], [0.0364, -0.3354, 0.4962], [-0.0007, 0.3682, 0.1415], [0.1748, 0.0353, 0.9102], [-0.6287, -1.3606, -0.0421], [-1.9603, -0.1369, -0.5243], [-1.1972, -0.4988, -0.1131], [-0.1518, -0.2906, 0.0266], [1.6634, 0.1243, 0.2595], [-0.6403, -0.0228, -2.1129], [0.3377, 0.2356, 0.5280], [-0.1361, -0.0121, 0.2524], [-0.2070, -0.7078, -0.4558], [-0.0144, -0.0194, -0.1246], [-1.0019, 0.1606, -0.1267], [-0.4393, 0.0263, -0.2812], [0.4194, 1.1668, 0.7150], [0.2949, -0.2049, -0.0748], [-0.0605, 0.2942, -0.7522], [0.3257, 0.4080, -0.0401], [-0.1142, -0.0985, -0.3517], [-0.7932, -0.1172, -0.5310]], "lowdin_spin": [0.0000, 0.0457, 0.0000, 0.0002, 0.0000, 0.0000, 0.0050, 0.0000, -0.0027, 0.2865, -0.0001, 0.0000, 0.0057, 0.0030, 0.0002, 0.0026, 0.0000, 0.0000, 0.6492, 0.0000, 0.0000, 0.0035, 0.0000, -0.0001, 0.0000, 0.0013], "e_homo_ev": [-11.6374, -11.6373], "gap_ha": [0.2226, 0.0972], "lumo_ha": [-0.205, -0.330], "multiplicity": 2, "e_tot_ev": -75543.3949, "charge": 1}

=====

{"formula": "C3H12CsN6O3", "method": "wB97M-V/def2-TZVPD", "elements": ["O", "N", "H", "H", "H", "H", "N", "Cs", "C", "N", "H", "H", "N", "H", "N", "H", "C", "O", "O", "H", "H", "N", "C", "H", "H"], "positions_angstrom": [[4.168913, 25.167694, 8.303048], [2.920586, 27.004230, 7.765313], [2.857673, 28.000530, 7.693299], [0.808912, 22.099413, 10.595537], [0.166090, 24.824200, 5.873335], [0.005598, 26.434473, 5.295705], [5.161455, 27.203572, 8.266216], [2.971391, 22.509933, 7.673096], [1.773006, 25.446039, 4.768349], [0.735469, 22.725321, 9.804541], [1.698026, 23.365743, 5.165233], [5.067359, 28.177869, 8.051287], [0.566765, 25.610593, 5.407025], [6.015939, 26.855676, 8.655821], [2.203454, 24.118166, 4.740611], [-0.022081, 24.194658, 8.100554], [0.403805, 24.008462, 10.068113], [2.435393, 26.334867, 4.282028], [0.415880, 24.427477, 11.209158], [2.225948, 26.412237, 7.350895], [0.045786, 25.667215, 8.874746], [0.328239, 24.698968, 8.899492], [4.084286, 26.402909, 8.137953], [0.636492, 22.187562, 8.965155], [3.117241, 23.933334, 4.366109]], "atomic_forces_ev_per_a": [[-0.3976, 0.4682, -0.2598], [0.4290, -0.2880, 0.3744], [-0.1442, 0.0834, -0.2487], [-0.1780, 0.3919, 0.1933], [-0.4237, -0.0823, -0.1597], [0.1748, 0.1525, -0.1520], [-0.4417, 0.3209, 0.0356], [0.9153, 0.4569, 0.1366], [0.5082, -0.0799, -0.3547], [0.6937, -3.1469, 0.7963], [-0.2891, -0.0031, -0.4058], [0.2894, 0.1204, 0.0877], [0.2909, -0.1416, 0.3530], [0.0109, -0.1103, 0.0301], [0.1007, 0.3628, 0.4002], [-0.1318, -0.0326, 0.1526], [0.7616, 0.6562, 1.4264], [-0.4843, -0.2795, 0.2041], [-0.4173, 0.1932, -1.1502], [-0.1890, 0.1574, -0.0052], [-0.0012, -0.0408, 0.5216], [-0.5087, 1.2815, -1.3913], [0.2701, -1.0706, -0.1967], [-0.8148, 0.5181, -0.2548], [-0.0232, 0.1119, -0.1329]], "mulliken_charge": [-0.6234, -0.2944, 0.1736, 0.1603, 0.1079, 0.2044, -0.4090, 1.0675, 0.6176, -0.4372, 0.1214, 0.1602, -0.3246, 0.2334, -0.4071, 0.1634, 0.4050, -0.5777, -0.5745, 0.1547, 0.2194, -0.2595, 0.6390, 0.2688, 0.2108], "e_homo_ev": -13.3019, "gap_ha": 0.3505, "lumo_ha": -0.138, "multiplicity": 1, "e_tot_ev": -18934.2219, "charge": 1}